Record 1
Entry from OMol25: a molecular structure, C36H31GeMoN3O2S (the ωB97M-V functional and the def2-TZVPD basis).

Calculated values
LUMO energy (spin up / spin down): 0.13 / -0.05 eV
frontier orbital gap (spin up / spin down): 6.465 / 6.499 eV
HOMO energy (spin up / spin down): -0.233 / -0.241 Ha

Geometry as XYZ:
```
75
Properties=species:S:1:pos:R:3:forces:R:3
H 3.049381 -0.590021 -2.115996 0.006 -0.010 -0.002
H 2.523758 1.188056 1.292612 -0.002 0.004 -0.010
N 1.764245 0.763652 -2.983669 -0.216 -0.034 0.171
C -4.510958 0.894950 -0.910930 -0.040 0.057 0.035
C -1.567900 -4.314790 1.495262 -0.003 -0.002 0.000
C 0.583401 -3.220102 1.420922 -0.043 -0.043 0.029
C 1.448604 0.056079 4.818526 0.000 0.005 0.004
C 4.588631 -1.711724 1.072562 0.004 0.008 0.004
H -4.127497 0.468535 -2.971620 -0.003 0.005 -0.010
H -8.774766 2.800539 -1.945006 -0.001 0.001 0.000
C 1.608190 1.694013 -3.942196 0.024 -0.026 0.002
C 1.147594 -4.323087 2.060431 0.012 0.003 -0.005
H 2.685702 2.753605 3.190793 0.003 0.004 0.000
C 0.363245 -5.411824 2.417323 0.002 0.006 -0.001
H -7.862377 3.283159 -3.375391 -0.001 -0.002 0.000
C -4.762099 0.996508 -2.271880 0.030 -0.014 0.029
H -7.046472 2.789276 0.265373 0.006 -0.003 0.006
C 0.004813 3.972338 1.166923 -0.022 -0.003 0.017
C 2.318635 1.747106 3.350815 -0.013 0.003 -0.004
H 0.811289 -6.264787 2.911832 0.006 0.002 0.000
H -5.142090 1.414847 1.063129 0.005 0.008 0.009
H -6.034535 1.833054 -3.773445 0.005 -0.003 0.000
H 4.944023 -0.081199 -3.630025 -0.002 -0.005 0.002
H 0.977990 -1.827281 3.911718 0.004 -0.002 0.001
C 2.605922 2.035602 -4.832744 0.002 0.001 -0.002
H -2.875646 2.200904 1.534708 -0.013 0.002 0.006
H 2.417132 2.791765 -5.581628 -0.003 0.000 0.001
H 1.466443 3.502466 -0.342622 0.004 -0.027 0.008
Ge 1.648810 -1.662974 0.963043 -0.088 -0.082 -0.020
C -0.996133 -5.405243 2.136174 -0.004 -0.003 0.001
H 6.996623 -3.231144 -0.763074 0.000 0.000 0.000
C -1.387313 1.910598 0.003054 0.051 -0.149 -0.096
H 0.574692 4.777962 1.605788 -0.008 -0.002 0.008
H 6.734193 -1.686319 1.147716 -0.002 0.002 0.003
C 1.759269 -0.436577 2.471995 -0.007 0.040 0.040
H 0.641426 2.184076 -3.979622 0.005 0.015 -0.013
H 4.484083 -1.032338 1.911517 0.002 -0.002 0.001
H 1.991947 2.031644 5.453565 0.000 0.000 -0.003
C -0.782060 -3.227952 1.137241 0.004 0.010 0.008
H -1.609397 -6.253541 2.413920 0.000 0.001 -0.001
C 3.834619 1.400516 -4.738245 0.008 0.020 -0.031
H 2.211405 -4.338859 2.275631 -0.002 -0.002 0.003
C 3.616458 -3.080340 -0.637943 -0.010 -0.001 0.000
N -1.838360 0.847792 -0.739999 -0.083 -0.069 -0.012
C 3.451714 -2.205924 0.438365 0.042 -0.015 -0.043
H -1.237738 -2.385930 0.627263 0.011 -0.019 0.001
S -3.125428 -0.052599 -0.348972 0.092 0.101 -0.052
C 4.882283 -3.448297 -1.070841 0.005 0.004 0.010
C -6.400257 2.292566 -0.449183 0.000 -0.001 0.009
O -3.260080 -0.181502 1.079036 0.009 -0.039 0.004
H 4.638950 1.648747 -5.417413 0.000 0.000 0.001
C 0.851942 -0.763045 -0.528896 -0.021 0.431 -0.252
Mo 0.103867 0.340514 -1.608098 0.103 0.053 0.278
C 1.927409 1.342885 4.620379 0.001 0.006 0.006
O -3.046195 -1.226810 -1.171586 -0.011 -0.027 0.021
H 1.134654 -0.258613 5.805901 -0.001 -0.005 -0.002
C 5.859461 -2.077285 0.642885 0.000 0.006 0.004
C 2.958556 0.147733 -2.900324 0.050 0.008 -0.027
C -7.833322 3.233085 -2.287848 0.002 0.001 -0.004
C 0.499493 3.274627 0.089975 -0.007 0.023 -0.094
C -5.832848 1.755772 -2.711647 -0.011 0.010 -0.015
H 2.743171 -3.481550 -1.142937 0.004 0.006 0.000
H -7.782662 4.252551 -1.902738 0.000 -0.002 0.005
H -2.626924 -4.307308 1.270558 0.002 0.007 -0.006
C -5.331585 1.535479 0.005405 -0.016 -0.014 -0.031
C 2.230800 0.862302 2.285857 0.003 0.009 -0.010
H -1.638488 4.092103 2.549052 0.008 0.004 -0.002
C 6.007305 -2.943661 -0.429622 0.002 -0.008 -0.009
C -1.944114 2.548020 1.118690 0.008 0.032 -0.064
N -0.183146 2.283490 -0.487543 0.137 -0.288 0.069
C 4.006247 0.442751 -3.751686 -0.024 -0.017 0.026
H 4.993526 -4.132320 -1.903274 -0.005 0.003 0.000
C 1.365805 -0.827548 3.749836 -0.003 0.004 -0.013
C -1.233446 3.584267 1.682562 0.004 0.020 0.023
C -6.663869 2.416558 -1.809699 0.001 -0.002 -0.010
```
Positions in Å, forces in eV/Å.

These are the Mulliken partial charges, in e, on atoms 1 to 8: 0.329, 0.427, -0.268, -0.209, -0.532, -0.149, -0.656, -0.507

---

Record 2
Entry from OMol25: a molecular structure, C36H32AsIMnN7O3S2 (the ωB97M-V functional and the def2-TZVPD basis).

Calculated values
LUMO energy (spin up / spin down): -0.46 / -0.53 eV
frontier orbital gap (spin up / spin down): 5.288 / 7.186 eV
⟨S²⟩: 6.120
multiplicity: 5
HOMO energy (spin up / spin down): -0.211 / -0.284 Ha

Geometry as XYZ:
```
83
Properties=species:S:1:pos:R:3:forces:R:3
H 1.304904 -3.660720 5.515777 0.103 -0.032 -0.606
As 1.598585 -2.259808 0.145631 -1.566 1.595 0.736
C 4.704833 -2.544089 -0.333427 0.543 0.579 0.805
H -1.373808 -6.344874 0.533953 -0.009 0.181 -0.438
C -5.142963 4.273939 1.413622 0.932 -0.852 0.148
H 0.059766 -5.757322 4.979548 0.239 0.459 -0.588
H 2.316181 -2.379814 3.572093 -0.079 0.177 0.209
C 1.177201 4.861572 1.410326 0.312 0.052 -0.316
H -2.154440 -1.678224 1.513555 -0.509 -0.256 0.000
C 0.747562 3.556130 1.518796 -0.130 -0.843 -1.638
C 0.055961 -5.369429 2.839014 -0.675 0.612 -0.804
C -3.174233 1.126745 0.114834 -0.596 -2.075 1.891
C -2.929715 -1.031387 1.104848 0.461 1.859 0.159
C -3.175985 4.383156 3.439160 -0.470 0.293 -1.395
H 6.826356 -3.127404 -0.278144 -0.395 -0.084 0.213
C -5.552014 4.358532 2.751117 0.457 0.306 -0.991
H 2.188316 1.725444 -6.411001 0.112 0.502 0.292
H 0.542320 2.592718 -1.648069 -0.355 0.715 0.554
H 4.321853 -5.504358 -2.738510 -0.052 -0.198 1.033
H -4.216438 3.868879 5.750170 -0.029 0.151 0.069
C -1.006306 -5.595623 -0.177480 -0.087 0.275 0.699
C -0.102065 -3.644509 -1.863414 1.025 0.635 0.814
C 1.185489 4.589613 -0.984120 -1.336 -0.024 0.096
N 0.495252 2.723729 0.421275 0.417 2.574 0.326
C 1.103517 -3.285780 2.092461 0.039 -1.291 -0.948
N 2.595069 0.953689 -4.543321 -0.357 -1.156 0.723
H -5.880437 4.113607 5.327513 0.197 -0.045 0.129
C 1.074694 -3.896062 4.467978 0.195 -0.850 -0.405
C -2.771042 4.321423 2.103377 -0.736 -0.018 0.514
H 0.261626 -2.835132 -2.490718 -0.136 -0.139 -0.140
H -5.849320 4.216396 0.575220 0.311 0.048 0.513
Mn -0.667148 1.063330 0.374394 -0.172 -1.572 -0.586
C -4.559942 4.311271 3.737969 0.225 -0.961 1.277
C 0.289900 -4.408071 1.813124 0.340 -1.030 -0.169
N -4.917465 4.023362 5.052686 -0.220 0.546 -0.743
C -3.759720 4.090674 1.125696 -0.624 1.559 0.873
N -2.448014 0.240416 0.895278 0.112 -1.229 -1.269
C 0.407242 -3.653859 -0.532626 -1.235 -0.772 -0.915
H 4.827788 -1.594058 0.222295 0.155 -0.629 -0.330
H -6.066671 -0.287966 0.060111 0.243 -0.502 0.347
C 1.576918 -3.151718 3.390121 -0.187 1.098 0.197
H -2.451550 4.534650 4.221696 0.043 -0.061 0.219
C 0.631254 3.290843 -0.790041 1.718 -0.091 -0.112
S 4.442944 -0.070114 -2.612661 -1.172 1.391 -1.905
H 1.848072 0.238494 -4.527188 1.350 0.535 0.558
H -1.726369 4.498694 1.807798 -0.549 -0.432 0.165
H 5.239444 2.533145 -4.024613 -0.380 -0.930 0.582
H 2.297139 -4.115722 -2.012991 0.963 -0.481 -0.135
H 1.848470 6.380709 0.064214 -0.078 0.455 -0.380
C -1.450709 -5.597737 -1.511700 0.381 0.023 0.623
C 4.388726 -4.824939 -1.870421 -0.843 -0.072 -0.833
C 3.312661 -3.988214 -1.597592 -1.030 0.397 -0.004
N -2.506093 2.228221 -0.183808 0.896 0.586 -0.330
O 0.294335 -0.959389 -0.513737 0.712 0.709 1.342
H 6.355870 -5.399224 -1.168686 -0.201 0.379 -0.409
C 0.368202 -5.070564 4.168921 -0.197 0.028 0.123
C -0.127415 -4.604847 0.357784 0.317 0.306 -0.372
H -6.616308 4.434351 3.002737 0.509 -0.131 -0.012
H -0.460454 -6.307540 2.562112 0.342 0.587 0.368
C -4.271940 -1.320259 0.889788 0.303 0.854 0.324
C 3.422658 -2.904194 -0.722965 -0.314 -1.057 -0.104
H 1.504911 2.648101 -5.119013 -1.132 0.763 0.620
C 3.769645 1.001631 -3.805312 -0.369 -0.202 0.311
I 1.655073 5.909461 3.253004 -0.378 -0.565 -1.302
C 5.562829 -4.643198 -1.169746 1.379 0.669 -0.247
C -4.997617 -0.275424 0.292993 0.618 -0.002 -0.572
O -4.436125 3.609858 -1.267394 0.727 0.266 -0.200
C 3.621863 2.892425 -5.286128 1.649 -0.205 0.163
C 2.373013 2.118803 -5.391323 -0.716 -2.054 -1.403
H 3.518289 3.945979 -5.034033 -0.181 0.026 -0.170
N -4.416351 0.809903 -0.180776 -1.609 1.068 -0.547
H 4.231397 2.775249 -6.194979 -0.151 0.327 0.135
H 1.242062 5.016849 -1.996510 0.228 -0.481 0.541
C 5.811651 -3.399794 -0.571017 -1.283 -0.061 0.364
O -2.103330 4.503049 -0.884837 -0.238 0.525 -0.080
H 0.620687 3.099398 2.470888 -0.121 -0.321 0.586
S -3.238882 3.720579 -0.479003 0.351 -2.052 -0.209
H -1.279655 -4.553290 -3.398982 -0.116 0.087 0.019
H -4.753438 -2.192845 1.287615 0.068 -0.385 -0.225
C 1.401255 5.409527 0.112347 0.135 -1.291 1.267
N 4.295290 2.194976 -4.189341 1.308 1.088 0.077
C -0.988256 -4.580354 -2.357503 0.042 -0.401 0.408
H -2.146820 -6.371660 -1.890673 0.561 0.547 0.418
```
Positions in Å, forces in eV/Å.

These are the Mulliken partial charges, in e, on atoms 1 to 8: 0.357, 0.629, -0.505, 0.227, -0.529, 0.341, 0.403, -0.123

---

Record 3
Entry from OMol25: a molecular structure, C36H32BBrIrN6 (the ωB97M-V functional and the def2-TZVPD basis).

Calculated values
total charge: +2
LUMO energy (spin up / spin down): -8.21 / -8.63 eV
frontier orbital gap (spin up / spin down): 5.613 / 5.179 eV
⟨S²⟩: 0.756
multiplicity: 2
HOMO energy (spin up / spin down): -0.508 / -0.507 Ha

Geometry as XYZ:
```
77
Properties=species:S:1:pos:R:3:forces:R:3
C -1.918790 0.160981 -2.747151 0.390 0.138 0.000
C 4.152311 -0.851472 -2.726214 -0.577 0.010 0.504
C 3.006933 -2.799255 -0.765788 -0.159 0.613 -0.469
C -0.223780 2.217079 3.174977 0.247 -0.755 -0.164
C 2.850726 -0.692380 -2.203736 0.388 0.747 -0.846
H 2.183347 2.038259 -0.385357 -0.006 -0.026 -0.038
C -4.482642 0.146742 -3.734697 -0.057 -0.183 0.145
H 0.056415 0.201458 5.145278 -0.049 -0.032 -0.104
H 1.008800 0.405354 -2.422315 -0.172 0.034 0.053
C 0.233051 4.716951 -1.000857 -0.079 -0.192 0.049
Ir -0.101811 0.090901 -0.078419 0.571 -1.506 -0.136
N -0.005702 -1.385906 2.336668 -0.097 0.877 -0.070
N -0.111702 -0.066464 1.904000 0.028 -0.097 0.181
H -0.875651 0.120532 -2.415729 -0.044 -0.062 -0.115
C -0.842006 3.051592 2.267136 -0.268 0.371 0.037
H 2.441359 -4.437087 2.057978 0.018 0.002 -0.056
N 1.216600 -2.455477 0.458362 -0.199 -1.142 1.007
H -1.578214 -5.341096 0.837682 -0.021 0.061 -0.019
C 2.407712 -1.580259 -1.151880 -0.090 -0.547 0.550
C 1.384572 3.974158 -0.763164 0.032 -0.059 0.104
H -2.462383 -4.487399 2.104945 0.001 0.023 -0.055
C -2.242742 -3.373457 0.282482 -0.250 -0.004 -0.059
H -1.908621 4.706881 -1.240330 0.070 -0.024 0.000
C 2.227280 -3.330916 0.232164 -0.513 0.412 0.256
H 1.555927 -5.290288 0.792119 0.037 0.034 -0.014
H -3.919721 -3.291957 -1.148756 0.145 0.065 0.046
H -1.418937 5.062803 1.765907 0.023 -0.090 0.022
C 1.280571 2.609243 -0.568265 0.289 0.052 -0.073
C -0.918460 4.422703 2.484253 -0.097 -0.181 -0.126
H -0.674062 -3.300813 4.344428 0.022 0.047 -0.029
H 1.857751 1.941716 -4.120955 0.030 -0.025 -0.007
N -1.385922 -1.437591 -0.319172 0.270 -0.401 0.078
N -1.238854 -2.513672 0.504649 -0.367 0.243 -0.117
C 0.023655 2.006350 -0.616217 0.263 0.654 0.626
C -0.102949 0.736477 3.017801 0.051 0.378 0.040
H -3.327495 -5.141542 0.710827 0.015 0.006 0.003
C -2.407250 -4.657273 1.028570 0.058 0.082 -0.027
C 3.801357 1.015388 -4.195979 -0.047 -0.020 0.038
H 4.799994 -1.629206 -2.340025 -0.040 0.085 -0.010
H -0.450451 6.037036 3.817075 0.004 -0.109 -0.006
H -1.519081 1.718177 -4.174333 -0.021 -0.053 0.039
C 0.271378 2.770848 4.351054 0.419 0.180 0.339
C 2.499095 1.167640 -3.717761 0.447 0.135 -0.348
H 5.623308 -0.124237 -4.092860 -0.053 0.011 0.014
C -1.130582 2.750145 -0.861608 -0.141 -0.107 -0.416
C 0.197358 -2.657312 4.471358 -0.038 0.139 -0.036
C -1.021361 4.112627 -1.057203 -0.040 0.016 0.029
H -2.109839 2.292580 -0.895913 -0.068 -0.058 -0.060
C 2.388557 -4.610910 0.982214 -0.095 0.085 0.002
C 4.619695 -0.002067 -3.705575 -0.176 0.354 -0.272
H 3.890507 -3.251094 -1.192196 -0.164 0.099 0.017
H 1.083752 -3.229559 4.196270 -0.026 0.048 -0.028
C 0.190059 4.135946 4.583537 0.081 -0.205 0.128
H -5.492950 0.132354 -4.125588 0.068 -0.013 0.039
H 3.307730 -5.098269 0.665806 -0.016 0.004 0.007
C 0.042784 -0.101536 4.111321 -0.205 0.129 0.469
H -1.331321 2.625145 1.423048 -0.212 -0.092 -0.320
C -2.840030 -0.712796 -2.197988 0.193 -0.389 0.478
H 0.274910 -2.393859 5.522726 -0.003 0.006 0.017
C -2.448264 -1.638798 -1.111132 -0.497 0.320 -0.339
Br 0.365212 6.549921 -1.226795 0.026 0.398 -0.078
H 0.757067 2.140180 5.086983 -0.010 0.153 -0.067
H 4.173407 1.683401 -4.964200 -0.030 -0.054 0.055
C -4.125814 -0.730899 -2.716576 -0.489 0.085 -0.082
H 0.581275 4.548355 5.505726 0.000 -0.051 -0.065
C -2.259303 1.044260 -3.758625 0.227 0.038 0.094
C 2.032283 0.315965 -2.745058 0.509 -0.835 0.405
C -0.390675 4.968428 3.640949 -0.017 0.196 0.001
C 0.078662 -1.402931 3.664380 0.173 -0.265 0.257
H 2.352306 4.458799 -0.724760 -0.062 -0.025 -0.001
N 1.321449 -1.395456 -0.347574 0.051 0.907 -0.761
C -3.553257 1.039452 -4.249504 -0.111 0.041 -0.105
B -0.012462 -2.575932 1.400141 0.554 -0.616 -0.300
C -3.040261 -2.834721 -0.718369 -0.102 -0.281 -0.205
H 0.032889 -3.600109 2.011107 -0.051 0.193 -0.094
H -4.865718 -1.412949 -2.311122 0.054 0.076 -0.046
H -3.833004 1.720125 -5.044138 0.005 -0.047 0.034
```
Positions in Å, forces in eV/Å.

These are the Mulliken partial charges, in e, on atoms 1 to 8: 1.024, -0.994, -1.336, 0.665, 0.833, 0.545, -0.760, 0.464

---

Number 1: calculated total energy -115605.0079 eV, maximum force 0.50 eV Å⁻¹. Number 2: calculated total energy -176347.8698 eV, maximum force 2.87 eV Å⁻¹. Number 3: calculated total energy -120335.0577 eV, maximum force 1.62 eV Å⁻¹.